Record 1
Formula: C24H60N4
Source: the OMol25 dataset
Level of theory: ωB97M-V/def2-TZVPD

Values from the calculation:
Spin multiplicity = 1
SMILES string = CCN(CC)CC.CCN(CC)CC.CCN(CC)CC.CCN(CC)CC
Max |F| = 3.1 eV/Å
Frontier orbital gap = 0.324 hartree

The geometry in XYZ format:
```
88
Properties=species:S:1:pos:R:3:forces:R:3:lowdin_charge:R:1
C -12.053744 11.587815 -2.364108 -0.041 0.919 -0.980 -0.085
C -10.564950 11.964111 -2.379506 -0.526 -0.077 1.166 -0.244
N -10.046953 11.718649 -1.029659 0.321 -0.864 -0.047 -0.216
C -9.648388 10.311946 -0.842434 0.600 1.253 0.336 -0.242
C -8.403568 10.052960 -1.668533 -0.189 -0.243 -0.050 -0.092
C -9.119968 12.628750 -0.362766 -2.275 1.336 -0.421 -0.238
C -9.791009 14.048429 -0.405497 1.228 -0.231 0.165 -0.089
H -12.641993 12.306017 -1.792941 0.267 -0.022 0.408 0.067
H -12.321645 10.587855 -2.022915 0.318 -0.006 -0.191 0.066
H -12.387156 11.779731 -3.383967 -0.381 -0.584 -0.249 0.065
H -10.020565 11.421083 -3.152088 0.003 -0.172 -0.113 0.094
H -10.496564 13.014363 -2.663075 0.108 0.029 0.249 0.104
H -9.413760 10.219201 0.217969 -0.086 -0.189 0.135 0.106
H -10.443127 9.600678 -1.067335 -0.119 0.183 -0.120 0.108
H -7.740805 10.918249 -1.657299 0.055 -0.097 0.215 0.063
H -7.866290 9.196809 -1.260573 0.068 -0.207 -0.601 0.075
H -8.748423 9.966716 -2.698941 0.564 -0.652 -0.088 0.060
H -8.055762 12.670116 -0.594803 0.150 -0.125 -0.774 0.097
H -9.151480 12.315657 0.680818 0.032 0.110 0.191 0.108
H -9.123541 14.665643 0.195873 -0.685 0.238 0.820 0.063
H -10.839206 13.947768 -0.123994 0.258 0.195 0.709 0.075
H -9.826832 14.669517 -1.300511 0.329 -0.795 -0.760 0.055
C -1.075506 15.758277 12.313267 -0.060 -0.648 0.306 -0.091
C -1.738196 16.085922 10.985473 -0.189 -0.277 0.872 -0.249
N -3.135617 16.541009 11.144405 1.095 -1.532 0.312 -0.213
C -4.107000 15.487644 11.544676 0.917 0.909 0.493 -0.227
C -4.523362 15.845411 12.966301 -0.230 -0.372 0.501 -0.096
C -3.533716 17.398864 10.098098 -0.319 0.932 0.458 -0.292
C -2.933901 18.777986 10.373362 -0.378 -0.049 -1.069 -0.083
H -0.241331 15.076381 12.148174 0.159 0.043 -0.003 0.071
H -1.748023 15.253645 13.006939 0.028 0.068 0.036 0.054
H -0.682553 16.666083 12.771052 -0.165 -0.047 0.173 0.075
H -1.024861 16.828985 10.628940 -0.837 0.434 -0.773 0.103
H -1.687933 15.233116 10.308509 0.002 -0.264 -0.223 0.109
H -4.982182 15.392249 10.901975 -0.046 0.624 -0.278 0.106
H -3.675650 14.490693 11.454552 0.387 -0.111 0.395 0.109
H -3.688881 15.875277 13.666893 0.207 -0.574 -0.153 0.056
H -4.878013 16.868558 13.090708 -0.440 0.004 -0.658 0.072
H -5.281990 15.150456 13.326354 -0.081 0.020 0.248 0.067
H -4.623043 17.413253 10.133514 -0.076 0.372 -0.292 0.114
H -3.215788 17.048529 9.116110 -0.039 -0.084 -0.460 0.113
H -3.106032 19.125195 11.392143 -0.133 -0.124 -0.112 0.077
H -3.390745 19.444365 9.641698 0.192 0.485 0.126 0.067
H -1.862617 18.741958 10.175543 0.006 0.187 0.099 0.059
C -10.610400 -1.351299 7.978235 -0.635 0.289 -0.639 -0.103
C -9.934286 -0.532197 9.066896 -1.694 -1.318 -1.415 -0.274
N -9.877920 -1.358350 10.269746 0.654 1.151 0.126 -0.184
C -8.995514 -0.607099 11.148963 0.078 -0.866 1.977 -0.296
C -7.523782 -0.896165 10.839795 -0.922 -0.527 0.190 -0.072
C -11.147171 -1.705783 10.955474 -0.095 -0.355 -1.102 -0.234
C -11.009162 -2.899193 11.955469 -0.557 1.427 0.036 -0.072
H -11.678709 -1.504185 8.131385 -0.008 -0.227 0.528 0.057
H -10.124497 -2.322958 7.889473 -0.016 0.080 -0.203 0.080
H -10.644969 -0.817076 7.028755 0.579 -0.049 -0.218 0.068
H -8.971309 -0.244966 8.644662 0.352 -0.316 0.705 0.105
H -10.473778 0.410469 9.158752 -0.274 0.310 0.550 0.113
H -9.273161 0.440283 11.267267 0.067 0.482 -0.587 0.112
H -9.223278 -0.988506 12.144334 0.398 -0.103 0.320 0.096
H -7.507919 -1.983119 10.919637 0.414 -0.107 -0.471 0.074
H -7.309393 -0.573918 9.820825 0.501 -0.078 0.218 0.059
H -6.805739 -0.557248 11.586549 -0.143 0.542 -0.202 0.070
H -11.923990 -1.995119 10.247713 0.555 -0.639 -0.682 0.092
H -11.684506 -0.807012 11.258108 0.390 0.399 1.337 0.112
H -10.454056 -3.724982 11.510467 -0.080 0.145 0.017 0.076
H -12.017773 -3.203217 12.235423 -0.095 -0.310 -0.310 0.064
H -10.598806 -2.619481 12.925768 0.531 0.070 -0.177 0.056
C -2.306234 9.284277 9.076340 -0.040 1.941 -0.591 -0.086
C -2.303343 8.148849 8.016517 2.405 0.928 1.204 -0.272
N -3.506647 7.469517 7.874479 -2.165 -1.767 1.328 -0.219
C -3.976642 6.850407 9.143908 1.363 -0.907 -0.006 -0.235
C -4.451097 5.386274 8.935518 -0.830 1.042 -0.591 -0.076
C -4.545703 8.193563 7.206965 -0.241 -0.050 -1.992 -0.252
C -4.381530 8.080495 5.628224 -0.165 0.185 2.028 -0.064
H -1.435461 9.932941 9.171753 0.961 -0.735 -0.392 0.063
H -2.534365 9.091491 10.124620 -0.311 -0.787 -0.247 0.066
H -2.950693 10.106567 8.765525 -0.866 -0.237 -0.017 0.055
H -1.952469 8.435569 7.025172 -0.072 0.703 0.074 0.114
H -1.513229 7.471669 8.340941 -0.062 -0.472 0.011 0.113
H -4.736090 7.427731 9.671198 -0.451 0.117 -0.324 0.113
H -3.144416 6.902998 9.845853 0.218 -0.300 -0.035 0.097
H -4.828943 4.893635 9.831410 0.096 0.204 0.124 0.065
H -3.812702 4.693265 8.387529 0.561 0.426 0.246 0.069
H -5.295206 5.543045 8.263948 -0.405 -0.477 -0.036 0.056
H -5.517803 7.764411 7.449741 0.064 -0.210 0.067 0.106
H -4.614475 9.236411 7.516540 0.103 0.343 0.020 0.102
H -5.304496 8.470086 5.198747 0.212 -0.109 -0.421 0.062
H -3.505038 8.633220 5.290069 -0.152 0.076 -0.118 0.055
H -4.219643 7.018838 5.441739 -0.222 0.088 -0.333 0.068
```
Positions in Å, forces in eV/Å.



Record 2
Formula: C13H29N5O7V
Source: the OMol25 dataset
Level of theory: ωB97M-V/def2-TZVPD

Values from the calculation:
Spin multiplicity = 4
Max |F| = 7.4 eV/Å
<S²> = 3.879
Frontier orbital gap (alpha / beta) = 0.176 / 0.196 hartree

The geometry in XYZ format:
```
55
Properties=species:S:1:pos:R:3:forces:R:3:mulliken_spin:R:1
O 1.853275 2.496398 -1.459927 -0.918 0.767 -0.510 -0.040
H 2.676585 3.029687 -1.433022 -0.737 -1.047 0.437 0.002
V 0.883274 0.816967 -0.340239 -1.766 1.939 -0.836 1.512
N 0.426850 -1.113540 -1.043536 -1.258 -1.480 -0.850 0.255
N -0.297251 1.237341 -1.909283 -1.117 0.885 -0.956 -0.005
N 0.552791 -0.026629 1.419232 -0.205 1.766 1.973 0.070
N 0.052869 2.303712 0.658967 0.126 0.223 1.312 0.096
O 0.532206 -2.295099 -0.472219 -0.161 1.171 -1.155 0.278
O 0.602536 -1.332864 1.758883 -0.018 -1.279 -0.588 0.045
O -0.606751 3.405637 0.160509 0.571 -0.204 -0.962 0.028
O -0.872756 2.331877 -2.214173 1.195 -1.739 0.077 0.376
C -0.514566 0.176895 -2.737223 -0.466 0.605 -0.024 0.166
C -0.213650 -1.104234 -2.234313 0.177 0.410 0.451 -0.090
C 0.241075 0.834722 2.424637 0.207 -0.742 -1.379 0.145
C 0.033475 2.174205 1.993346 -0.355 0.010 -1.510 0.162
C -0.764065 -2.345533 -2.844475 0.088 -0.199 -0.380 0.011
H -1.760025 -2.530983 -2.420532 0.197 -0.076 0.002 -0.007
H -0.134678 -3.216834 -2.652386 -0.095 0.192 0.100 -0.005
H -0.887000 -2.229856 -3.926012 0.057 -0.059 0.272 0.000
C -1.289527 0.468352 -3.959993 -0.222 -0.469 -0.527 0.006
H -0.854829 1.290452 -4.537938 -0.080 -0.080 0.273 0.004
H -2.306851 0.751240 -3.665601 0.099 0.083 -0.139 0.013
H -1.344021 -0.413939 -4.592260 -0.077 0.096 -0.096 0.004
C -0.123251 0.399284 3.797101 0.001 -0.084 0.443 0.003
C -0.442581 3.278844 2.865886 -0.162 0.116 0.400 -0.006
H 0.018517 -0.678886 3.903055 0.010 0.243 0.025 0.003
H -1.186714 0.635090 3.977154 0.316 -0.097 0.034 0.010
H 0.464318 0.927026 4.567621 -0.192 -0.203 -0.277 0.004
H -0.454031 4.230046 2.330746 0.019 -0.228 0.028 0.005
H 0.176549 3.391133 3.763967 -0.086 -0.119 -0.159 0.000
H -1.464020 3.057725 3.199053 0.037 0.155 0.038 0.009
H 0.601658 -1.861462 0.809289 0.125 0.757 1.764 0.006
H -0.577403 3.256695 -0.850014 0.104 0.175 1.454 0.002
C 2.655005 0.719544 -0.545653 6.732 -2.418 1.902 -0.103
H 2.598235 -0.369116 -0.981429 -0.210 1.392 0.549 -0.003
H 2.744733 0.552860 0.615742 0.246 -0.008 -1.418 0.018
H 3.709927 1.064721 -0.853067 -2.080 -0.083 0.178 0.001
O 2.875444 -3.748690 0.307142 -0.233 0.737 0.079 0.005
H 3.436275 -3.189590 0.879838 -0.650 -0.320 -0.479 0.000
H 2.093054 -3.202081 0.046238 1.035 -0.490 0.381 0.000
C -5.618803 0.611026 0.295688 -0.022 -0.417 0.045 0.000
N -4.242445 1.045239 0.147466 -0.128 -0.357 0.082 -0.001
C -3.977293 2.455710 -0.031325 0.191 0.593 -0.041 0.003
C -3.162879 0.227217 0.124884 0.664 1.147 -0.262 -0.005
C -3.356147 -1.257096 0.291066 0.018 -0.101 0.133 -0.004
O -2.057962 0.766230 -0.055413 -0.828 -1.315 0.233 0.028
H -6.241336 1.507383 0.334484 -0.024 -0.338 0.029 0.000
H -5.754662 0.035472 1.223379 -0.101 0.216 -0.235 0.000
H -5.939859 -0.015925 -0.551168 -0.007 0.196 0.231 0.000
H -3.352212 2.854204 0.782925 -0.141 -0.134 -0.292 0.000
H -3.439636 2.642475 -0.972425 -0.159 -0.026 0.282 -0.001
H -4.937529 2.973874 -0.039551 0.210 0.071 -0.048 0.000
H -3.479992 -1.724722 -0.700413 -0.018 0.139 0.362 0.000
H -2.459576 -1.670466 0.768684 -0.193 0.094 -0.185 -0.001
H -4.235980 -1.480543 0.909261 0.284 -0.070 -0.263 0.000
```
Positions in Å, forces in eV/Å.



Record 3
Formula: C5H14BN2O3
Source: the OMol25 dataset
Level of theory: ωB97M-V/def2-TZVPD

Values from the calculation:
Spin multiplicity = 1
SMILES string = N[C@@]1(CB(O)O)COCC[NH2+]1
Total charge = +1
Max |F| = 2.2 eV/Å
Frontier orbital gap = 0.414 hartree

The geometry in XYZ format:
```
25
Properties=species:S:1:pos:R:3:forces:R:3:nbo_charge:R:1
N 0.099396 1.456592 1.633953 0.439 -0.324 -0.620 -0.831
C 0.339063 0.621788 0.458148 -0.657 1.906 -0.498 0.267
C -0.887579 0.818075 -0.475653 -0.003 -0.759 0.105 -0.835
B -2.256528 0.209927 0.101086 -1.604 0.373 0.299 1.180
O -2.386354 -1.110345 0.601741 0.902 1.444 -0.272 -0.944
O -3.403405 1.028940 0.095074 1.378 -1.763 -0.178 -0.879
C 1.671028 0.970199 -0.276431 0.374 0.306 0.575 -0.098
O 2.395239 -0.154105 -0.759502 -0.542 -0.099 0.196 -0.502
C 1.558202 -1.176041 -1.258607 -0.585 -0.492 0.163 -0.087
C 0.692639 -1.789342 -0.097516 1.219 -0.611 -0.667 -0.259
N 0.488868 -0.765336 0.971929 0.520 -0.801 -0.041 -0.521
H -0.558859 2.187075 1.400339 -0.075 0.040 0.236 0.392
H 0.955033 1.905429 1.939794 -0.055 0.005 0.231 0.383
H -1.037175 1.900721 -0.614675 0.316 -0.342 0.057 0.261
H -0.669478 0.420965 -1.483832 -0.159 0.013 0.397 0.257
H -2.632145 -1.649709 -0.151907 -0.420 -0.577 0.035 0.509
H -3.465591 1.391386 -0.790431 -0.233 0.886 -0.082 0.499
H 2.333553 1.462998 0.457637 -0.081 -0.274 -0.314 0.202
H 1.487955 1.712816 -1.067803 -0.161 -0.322 0.078 0.208
H 0.905417 -0.856540 -2.086265 0.262 0.224 0.217 0.180
H 2.200992 -1.968523 -1.658652 -0.093 0.266 0.165 0.234
H -0.239379 -2.230259 -0.458435 0.058 0.400 0.270 0.240
H 1.299737 -2.584104 0.360690 -0.411 0.166 -0.056 0.234
H 1.352384 -0.771190 1.521209 -0.021 0.133 0.043 0.438
H -0.243010 -1.031416 1.638108 -0.371 0.200 -0.338 0.474
```
Positions in Å, forces in eV/Å.



Record 4
Formula: C32H26AsEuF6N3O2PS2
Source: the OMol25 dataset
Level of theory: ωB97M-V/def2-TZVPD

Values from the calculation:
Spin multiplicity = 8
Total charge = +1
Max |F| = 4.4 eV/Å
<S²> = 15.788
Frontier orbital gap (alpha / beta) = 0.139 / 0.210 hartree

The geometry in XYZ format:
```
74
Properties=species:S:1:pos:R:3:forces:R:3:mulliken_spin:R:1
Eu 0.348975 0.275089 1.035893 0.588 0.076 0.335 4.025
N 0.872587 4.305006 -1.170737 -0.060 -1.244 0.119 0.001
C 1.761088 5.181954 -0.515603 -0.667 0.253 -0.046 0.000
C 1.560978 6.546820 -0.687841 -0.231 0.211 -1.819 0.000
C 2.428222 7.431260 -0.132912 1.169 0.873 1.383 0.000
C 3.479685 6.979439 0.649466 0.662 -0.627 0.065 0.000
C 3.643932 5.615627 0.856876 -0.327 -0.939 0.807 0.000
C 2.726403 4.688325 0.339299 0.392 0.462 -0.426 0.000
S 2.837622 2.916152 0.555034 -1.175 0.507 -0.390 -0.001
N 1.130512 2.516863 0.273762 0.654 -0.328 0.102 -0.005
C 0.441036 3.151978 -0.615421 0.815 -0.188 0.987 -0.003
C -0.945612 2.658264 -0.872055 -1.134 -1.004 0.169 0.003
C -1.817983 3.155486 -1.807622 0.210 1.489 -0.484 0.000
C -3.162941 2.820713 -1.765854 -1.462 -1.468 0.827 0.000
C -3.647623 1.915237 -0.775241 2.106 1.112 -1.625 0.002
C -2.672184 1.308947 -0.009036 -0.128 0.330 0.175 -0.009
N -1.400356 1.667308 -0.079240 1.569 0.118 0.434 -0.003
H 0.356299 4.611639 -1.947016 -0.505 0.905 -0.817 0.000
H 0.932341 6.974678 -1.493563 -0.245 -0.735 0.801 0.000
H 2.344813 8.505453 -0.195792 -0.328 0.035 -0.538 0.000
H 4.230163 7.663378 1.042924 -0.324 -0.099 0.004 0.000
H 4.422032 5.197775 1.499139 -0.011 0.440 -0.188 0.000
H -1.431252 3.917418 -2.485923 -0.489 -0.243 -0.121 0.000
H -3.936990 3.143305 -2.470636 0.761 0.405 0.082 0.000
H -4.667892 1.657610 -0.736215 -0.942 -0.252 0.201 0.000
H -2.868535 0.576741 0.756171 -0.372 -0.265 -0.106 0.007
O 2.655000 -0.236246 0.931615 0.060 -0.521 -0.853 0.005
C 2.548848 -0.603635 -0.290363 -0.965 1.128 0.340 0.003
O 1.452750 -0.316945 -0.906912 0.558 -0.509 -0.094 -0.001
C 3.645353 -1.262961 -1.044535 0.451 -0.561 -0.393 0.076
C 3.979249 -0.897337 -2.341504 -1.108 1.229 -0.331 -0.043
C 5.050453 -1.498993 -2.984808 0.979 0.275 -0.604 0.137
C 5.815861 -2.501548 -2.371846 1.145 0.056 -1.476 -0.060
C 5.435752 -2.939714 -1.132147 0.389 -0.394 0.556 0.112
C 4.344272 -2.362814 -0.498648 -1.457 -0.162 1.076 -0.053
S 3.588171 -3.276081 0.772962 0.384 0.307 0.000 0.810
H 3.367979 -0.112799 -2.870242 0.841 -0.829 0.692 0.002
H 5.395711 -1.092960 -3.954452 -0.473 -0.452 0.559 0.006
H 6.718820 -2.911525 -2.932086 -1.375 0.493 0.987 -0.001
H 5.909930 -3.723133 -0.545942 0.174 -0.028 -0.541 -0.001
F -1.506001 0.562521 2.523098 -0.437 0.123 0.037 0.005
As -0.601703 0.697649 4.094864 1.112 -0.311 -1.483 0.001
F 0.570104 1.642090 3.117448 -0.145 -0.224 -0.489 -0.001
F 0.245306 -0.723304 3.264902 0.356 0.450 0.510 0.002
F 0.508445 0.824737 5.352541 -0.332 -0.370 0.358 0.000
F -1.631751 -0.445608 4.772380 -0.296 0.172 0.512 0.001
F -1.463156 2.113705 4.360647 -0.366 0.067 0.665 0.000
C 0.137855 -3.624174 -0.694951 0.071 -1.210 -0.222 0.056
P -0.802276 -2.470974 0.284578 -1.925 0.268 1.029 -0.008
C -1.662083 -3.614416 1.449937 2.539 3.525 0.141 0.400
C -2.318754 -4.738458 0.920886 -0.740 -1.358 -2.976 0.523
C -2.978018 -5.621279 1.825780 -0.628 -1.900 0.795 0.159
C -2.933829 -5.408644 3.173980 -1.448 -2.439 -3.367 0.246
C -2.289503 -4.275304 3.629106 0.930 1.939 3.481 0.532
C -1.613515 -3.408613 2.781249 0.973 1.360 -1.267 -0.040
C -2.249051 -2.077252 -0.829926 1.237 0.011 -0.104 -0.004
C -3.583600 -2.090200 -0.450723 1.510 0.294 1.401 0.016
C -4.518274 -1.570044 -1.278506 -1.910 0.389 -0.747 0.002
C -4.183079 -1.120423 -2.554460 0.595 -0.556 0.057 -0.002
C -2.867180 -1.197239 -2.997383 -0.206 -0.356 0.499 0.005
C -1.897245 -1.658413 -2.099415 0.287 -0.173 -0.985 0.008
H 0.796377 -4.106248 0.040063 0.162 0.104 -0.370 -0.010
H 0.724559 -3.214390 -1.532552 -0.377 -0.181 0.386 0.003
H -0.609878 -4.393408 -0.990228 0.869 0.429 -0.380 -0.011
H -2.294852 -4.945541 -0.191344 -0.208 0.154 1.655 0.029
H -3.374259 -6.516435 1.294696 -0.084 0.572 1.165 0.007
H -3.386359 -6.089779 3.834144 -0.458 -0.737 0.729 0.028
H -2.229726 -3.997328 4.686725 -0.325 -0.465 -0.309 0.009
H -1.069391 -2.579169 3.238211 -0.164 -0.196 -0.401 0.029
H -3.754654 -2.381546 0.572052 -0.621 -0.222 0.158 0.008
H -5.575230 -1.541991 -0.976623 0.513 -0.050 -0.093 0.000
H -4.955216 -0.853486 -3.240685 -0.418 0.376 -0.276 0.000
H -2.646955 -1.000058 -4.036958 0.213 0.201 0.045 0.000
H -0.860601 -1.822721 -2.422487 -0.407 0.460 -0.009 0.001
```
Positions in Å, forces in eV/Å.



> Number 3 is which compound?

C5H14BN2O3